Entry 1:
{
  "formula": "C4H5NO",
  "method": "ωB97M-V/def2-TZVPD",
  "homo_ev": -10.1,
  "e_lumo_ev": 0.40,
  "orbital_gap_ev": 10.49,
  "elements": ["C", "C", "C", "C", "O", "N", "H", "H", "H", "H", "H"],
  "xyz": [[-2.003179, -0.105787, 0.158272], [-0.539194, 0.269723, 0.029880], [0.132623, 1.347408, 0.051334], [1.083752, -0.513831, 0.033582], [1.118851, -1.665594, 0.371611], [2.182215, 0.185634, -0.370650], [-2.389204, -0.703386, -0.672892], [-2.556775, 0.847733, 0.140757], [-2.227706, -0.583494, 1.117544], [3.093776, -0.248547, -0.277767], [2.104845, 1.170136, -0.581666]],
  "atomic_forces_ev_per_a": [[0.31, -0.13, -0.03], [0.83, 0.62, -0.01], [-0.67, 0.39, 0.13], [-0.11, -0.43, 0.01], [-0.52, 0.54, -0.04], [-0.29, -0.18, -0.11], [0.30, -0.08, 0.22], [0.33, -0.33, 0.01], [0.18, -0.10, -0.28], [-0.38, -0.09, 0.03], [0.02, -0.21, 0.07]]
}

Entry 2:
{
  "formula": "C4H5NO",
  "method": "ωB97M-V/def2-TZVPD",
  "homo_ev": -9.1,
  "e_lumo_ev": 0.93,
  "orbital_gap_ev": 10.03,
  "elements": ["O", "C", "C", "C", "N", "C", "H", "H", "H", "H", "H"],
  "xyz": [[0.378232, 1.964760, 0.570444], [-0.199310, 0.831286, 0.301623], [-0.569983, 0.166596, -1.029422], [0.036032, -1.015783, -0.268684], [1.132099, -0.353747, 0.478084], [-0.192452, -0.427397, 1.084977], [-1.647033, 0.122074, -1.232745], [-0.012929, 0.517086, -1.905697], [0.094433, -2.066829, -0.540600], [1.266971, 1.041293, 0.488928], [-0.425196, -0.777956, 2.083259]],
  "atomic_forces_ev_per_a": [[0.00, -0.28, 0.00], [-0.06, 0.11, -0.06], [0.02, 0.08, -0.05], [-0.08, -0.32, -0.16], [0.14, 0.18, -0.10], [-0.22, 0.00, 0.22], [0.21, 0.00, 0.12], [-0.08, -0.06, 0.19], [0.06, 0.28, 0.09], [-0.02, -0.09, -0.03], [0.03, 0.10, -0.20]]
}

Entry 3:
{
  "formula": "C4H5NO",
  "method": "ωB97M-V/def2-TZVPD",
  "homo_ev": [-7.7, -7.7],
  "e_lumo_ev": [-0.07, -0.07],
  "orbital_gap_ev": [7.66, 7.66],
  "elements": ["N", "C", "C", "O", "C", "C", "H", "H", "H", "H", "H"],
  "xyz": [[-0.974265, -0.355618, -0.660423], [-0.224489, -0.067805, 0.552773], [1.234463, -0.285236, 0.330616], [1.622867, 0.867049, 0.665858], [0.193732, 1.415118, 0.800779], [-0.308170, -0.794118, -1.699389], [-1.947902, -0.035876, -0.658897], [-0.594600, -0.592680, 1.444052], [1.889309, -1.029562, -0.112594], [0.144195, 1.694987, 1.865198], [-1.035145, -0.816264, -2.527970]],
  "atomic_forces_ev_per_a": [[0.45, 0.04, 0.17], [0.08, -0.18, 0.05], [0.04, 0.09, -0.20], [0.01, -0.13, 0.15], [-0.02, -0.02, 0.20], [-0.73, 0.25, 0.11], [0.30, -0.14, -0.07], [-0.08, 0.13, -0.16], [-0.11, 0.10, 0.09], [-0.06, 0.01, -0.23], [0.10, -0.15, -0.12]]
}

Entry 4:
{
  "formula": "C4H5NO",
  "method": "ωB97M-V/def2-TZVPD",
  "homo_ev": [-8.4, -9.2],
  "e_lumo_ev": [0.36, 0.05],
  "orbital_gap_ev": [8.72, 9.22],
  "elements": ["C", "C", "C", "C", "N", "O", "H", "H", "H", "H", "H"],
  "xyz": [[0.095552, -1.441049, -0.348453], [1.412222, -1.653402, -0.906363], [-0.127713, -0.128622, -0.242299], [-0.903250, 1.796598, 0.815139], [2.084704, -0.623902, -1.164583], [-1.126525, 0.672108, -0.034810], [-0.647770, -2.200746, -0.082087], [1.788124, -2.666076, -1.109004], [-1.818615, 2.384103, 0.793402], [-0.065016, 2.389189, 0.441313], [-0.691712, 1.471799, 1.837743]],
  "atomic_forces_ev_per_a": [[-1.29, 0.36, 0.43], [0.27, -0.21, -0.03], [0.52, 0.07, -0.05], [0.22, 0.42, 0.30], [0.43, -0.18, -0.24], [-0.48, -0.57, -0.06], [0.28, 0.09, -0.18], [0.12, 0.20, -0.01], [0.07, -0.08, -0.02], [-0.09, -0.09, 0.00], [-0.04, -0.03, -0.15]]
}

Across the entries above, relative energy (zero: lowest compared OMol25 entry of this formula, charge and spin) takes the values 389.60; 546.20; 667.87; 517.41 kJ/mol, respectively.
Across the entries above, energy takes the values -7762.4885; -7760.8655; -7759.6044; -7761.1639 eV, respectively.